[1]
The following is a quantum chemistry calculation of CH3IO2S2 in the gas phase, from the Open Molecules 2025 dataset.

Total energy = -34949.646 eV
Kohn-Sham gap = 8.2985 eV
Relative energy (zero: lowest compared OMol25 entry of this formula, charge and spin) = 41.8 kcal/mol
HOMO level = -9.4 eV

Cartesian coordinates (Å):
C  1.462  -0.410  0.043
O  1.033  0.814  0.497
O  -2.791  1.749  -0.325
S  -0.461  0.901  1.094
S  -1.691  0.882  -0.643
I  -2.544  -1.433  -0.389
H  2.512  -0.334  -0.235
H  0.915  -0.921  -0.885
H  1.564  -1.248  0.844

Atom charges from the Löwdin analysis, given in e for atoms 1 to 4: -0.256 -0.630 -0.634 0.642

=====

[2]
The following is a quantum chemistry calculation of a gas-phase ion, C4H10N3S (charge +1), from the Open Molecules 2025 dataset.

2S+1 = 3
Expectation value of S² = 2.012
Charge = +1
Total energy = -19603.761 eV
Kohn-Sham gap (spin up / spin down) = 7.3497 / 6.6304 eV
Relative energy (zero: lowest compared OMol25 entry of this formula, charge and spin) = 41.4 kcal/mol
HOMO level (spin up / spin down) = -10.3 / -13.3 eV

Cartesian coordinates (Å):
C  -1.251  0.123  0.101
C  -0.161  0.855  0.383
C  -0.423  -2.053  -0.124
C  2.217  1.310  0.343
N  -1.338  -1.143  -0.337
N  -2.495  -1.474  -1.014
N  1.027  0.637  -0.127
S  0.808  -2.036  1.108
H  -2.179  0.493  0.479
H  -0.012  1.802  0.958
H  -0.435  -3.004  -0.726
H  2.997  0.829  -0.273
H  2.041  2.463  0.121
H  2.521  0.979  1.430
H  -2.953  -2.349  -0.818
H  -3.078  -0.610  -1.026
H  1.252  -0.097  -0.862
H  0.298  -0.925  1.826

Atom charges from the Löwdin analysis, given in e for atoms 1 to 4: -0.063 -0.158 -0.507 -0.064

=====

[3]
The following is a quantum chemistry calculation of C5H11N3 in the gas phase, from the Open Molecules 2025 dataset.

Total energy = -9830.207 eV
Kohn-Sham gap = 7.8772 eV
Relative energy (zero: lowest compared OMol25 entry of this formula, charge and spin) = 85.3 kcal/mol
HOMO level = -7.1 eV

Cartesian coordinates (Å):
C  -0.514  -1.681  0.893
C  1.306  0.841  1.336
N  -0.333  -0.947  -1.594
C  -1.046  0.150  -1.084
C  -0.044  -0.726  -0.154
N  0.306  1.348  -1.045
C  1.061  0.236  -0.026
N  -2.280  0.464  -1.227
H  -0.933  -1.738  -1.795
H  0.597  1.393  -2.026
H  0.305  2.281  -0.645
H  -2.562  1.232  -0.624
H  1.978  -0.047  -0.556
H  -1.529  -2.013  0.655
H  -0.543  -1.212  1.877
H  0.137  -2.558  0.960
H  1.965  1.706  1.260
H  0.372  1.171  1.791
H  1.756  0.102  2.001

Atom charges from the Löwdin analysis, given in e for atoms 1 to 4: -0.028 -0.060 0.102 -0.532

=====

[4]
The following is a quantum chemistry calculation of 2 unconnected molecules or ions with the total composition C3H4O2, from the Open Molecules 2025 dataset.

2S+1 = 3
Expectation value of S² = 2.004
Total energy = -7263.073 eV
Kohn-Sham gap (spin up / spin down) = 7.3196 / 9.2198 eV
Relative energy (zero: lowest compared OMol25 entry of this formula, charge and spin) = 73.2 kcal/mol
HOMO level (spin up / spin down) = -6.6 / -10.9 eV

Cartesian coordinates (Å):
C  -0.411  0.925  -1.874
C  0.091  0.003  -2.457
C  0.506  -0.106  1.136
O  -0.626  0.185  1.897
O  1.380  -0.473  2.094
H  -0.915  1.542  -1.153
H  0.498  -0.529  -3.276
H  -1.479  0.282  1.448
H  0.924  -0.375  2.969

Atom charges from the Löwdin analysis, given in e for atoms 1 to 4: -0.017 -0.002 -0.146 -0.048

=====

[5]
The following is a quantum chemistry calculation of C5H14N2 in the gas phase, from the Open Molecules 2025 dataset.

Total energy = -8389.038 eV
Kohn-Sham gap = 5.9875 eV
Relative energy (zero: lowest compared OMol25 entry of this formula, charge and spin) = 82.6 kcal/mol
HOMO level = -5.6 eV

Cartesian coordinates (Å):
C  1.606  1.075  0.222
N  0.216  0.699  0.773
N  1.638  1.447  -1.143
H  1.272  2.378  -1.299
H  -0.417  1.503  0.708
H  0.320  0.443  1.760
H  1.099  0.802  -1.731
H  1.969  1.886  0.855
H  2.217  0.193  0.402
C  0.430  -1.593  -0.210
C  -1.658  -0.908  0.982
C  -0.582  -0.442  -0.015
C  -1.126  0.155  -1.274
H  -2.301  -1.629  0.476
H  -1.239  -1.398  1.871
H  1.193  -1.338  -0.943
H  -0.128  -2.428  -0.632
H  0.905  -1.938  0.720
H  -2.288  -0.072  1.288
H  -2.188  -0.053  -1.397
H  -0.938  1.217  -1.414

Atom charges from the Löwdin analysis, given in e for atoms 1 to 4: -0.239 0.072 0.032 0.079

=====

[6]
The following is a quantum chemistry calculation of 12 unconnected molecules or ions with the total composition C50H80BN2O25, from the Open Molecules 2025 dataset.

Charge = +1
Total energy = -107990.568 eV
Kohn-Sham gap = 8.9046 eV
HOMO level = -11.0 eV

Cartesian coordinates (Å):
C  2.796  0.875  2.349
C  2.115  2.037  2.399
C  2.448  3.186  1.477
C  1.420  4.344  1.535
N  0.237  4.187  0.684
C  0.660  3.788  -0.646
C  1.343  2.419  -0.542
O  1.509  1.823  -1.792
B  0.749  0.637  -1.918
O  1.456  -0.543  -1.906
O  -0.616  0.690  -2.059
N  2.661  2.676  0.076
H  2.292  -0.074  2.454
H  3.873  0.883  2.185
H  1.295  2.185  3.094
H  3.408  3.593  1.813
H  1.070  4.414  2.560
H  1.925  5.256  1.232
H  -0.354  3.425  1.017
H  -0.160  3.692  -1.351
H  1.398  4.497  -1.028
H  0.755  1.788  0.124
H  1.109  -1.101  -1.202
H  -1.075  0.798  -1.220
H  3.256  1.843  0.062
H  3.133  3.400  -0.468
O  -2.062  2.667  1.825
C  -3.104  2.859  1.247
O  -4.190  2.116  1.462
C  -5.253  2.512  0.558
C  -4.909  3.935  0.147
C  -3.381  3.908  0.186
H  -5.255  1.826  -0.288
H  -6.209  2.440  1.070
H  -5.326  4.214  -0.817
H  -5.283  4.639  0.891
H  -2.952  3.570  -0.760
H  -2.946  4.863  0.470
O  5.558  0.517  3.937
C  5.423  -0.640  4.237
O  4.215  -1.230  4.269
C  4.332  -2.592  4.751
C  5.778  -2.970  4.487
C  6.496  -1.627  4.645
H  4.078  -2.606  5.811
H  3.632  -3.226  4.214
H  6.140  -3.750  5.151
H  5.881  -3.322  3.464
H  6.782  -1.424  5.678
H  7.364  -1.534  3.997
O  -8.782  2.096  2.039
C  -8.350  1.275  2.805
O  -7.601  1.593  3.877
C  -7.139  0.398  4.537
C  -8.112  -0.693  4.113
C  -8.504  -0.236  2.708
H  -6.118  0.197  4.205
H  -7.132  0.569  5.610
H  -7.680  -1.690  4.153
H  -8.990  -0.681  4.760
H  -7.814  -0.607  1.948
H  -9.521  -0.510  2.451
O  -12.822  -0.776  -1.853
C  -12.426  0.024  -1.060
O  -11.606  -0.307  -0.034
C  -11.378  0.837  0.814
C  -11.669  2.046  -0.062
C  -12.754  1.506  -0.994
H  -12.055  0.774  1.670
H  -10.356  0.824  1.168
H  -11.963  2.925  0.507
H  -10.781  2.302  -0.641
H  -13.754  1.620  -0.573
H  -12.718  1.948  -1.985
O  -4.052  -1.323  -2.452
C  -3.330  -2.267  -2.611
O  -3.787  -3.527  -2.716
C  -2.685  -4.456  -2.792
C  -1.504  -3.626  -3.282
C  -1.815  -2.253  -2.681
H  -2.512  -4.872  -1.798
H  -2.946  -5.262  -3.469
H  -0.541  -4.037  -2.988
H  -1.522  -3.559  -4.370
H  -1.423  -2.148  -1.668
H  -1.468  -1.434  -3.301
O  3.709  7.885  1.211
C  2.752  8.050  0.513
O  1.602  7.346  0.698
C  0.662  7.665  -0.354
C  1.100  9.022  -0.887
C  2.610  8.971  -0.682
H  0.721  6.882  -1.116
H  -0.342  7.676  0.061
H  0.800  9.198  -1.906
H  0.672  9.812  -0.269
H  3.122  8.522  -1.536
H  3.040  9.944  -0.464
O  5.367  -4.395  1.790
C  5.559  -3.957  0.692
O  4.922  -2.852  0.230
C  5.269  -2.627  -1.152
C  6.594  -3.348  -1.357
C  6.465  -4.518  -0.384
H  4.472  -3.037  -1.777
H  5.337  -1.556  -1.328
H  6.771  -3.645  -2.388
H  7.418  -2.703  -1.049
H  5.975  -5.377  -0.843
H  7.422  -4.814  0.032
O  1.184  10.826  -3.254
C  1.453  10.417  -4.346
O  1.957  9.175  -4.549
C  2.285  8.996  -5.942
C  1.434  10.016  -6.686
C  1.340  11.151  -5.667
H  3.355  9.174  -6.068
H  2.064  7.970  -6.227
H  1.858  10.310  -7.643
H  0.441  9.606  -6.871
H  2.176  11.847  -5.747
H  0.401  11.693  -5.723
O  8.335  -5.309  -3.850
C  8.422  -6.378  -3.321
O  8.337  -6.527  -1.976
C  8.577  -7.901  -1.611
C  8.274  -8.705  -2.870
C  8.668  -7.724  -3.974
H  9.618  -7.995  -1.297
H  7.932  -8.164  -0.777
H  8.801  -9.655  -2.907
H  7.205  -8.911  -2.928
H  9.725  -7.795  -4.232
H  8.061  -7.831  -4.868
O  -5.363  -6.919  -3.073
C  -5.529  -6.566  -4.201
O  -4.491  -6.242  -5.016
C  -4.986  -5.748  -6.275
C  -6.398  -6.309  -6.395
C  -6.840  -6.367  -4.933
H  -4.975  -4.656  -6.246
H  -4.328  -6.088  -7.071
H  -7.043  -5.709  -7.033
H  -6.361  -7.318  -6.808
H  -7.283  -5.427  -4.600
H  -7.519  -7.189  -4.730
O  4.499  -5.185  6.684
C  5.125  -5.175  7.703
O  4.929  -4.247  8.668
C  5.891  -4.417  9.726
C  6.352  -5.865  9.616
C  6.243  -6.116  8.113
H  6.706  -3.708  9.567
H  5.413  -4.194  10.676
H  7.345  -6.030  10.027
H  5.657  -6.516  10.148
H  7.150  -5.827  7.580
H  5.984  -7.143  7.874

Atom charges from the Löwdin analysis, given in e for atoms 1 to 4: 0.048 -0.097 -0.229 -0.129

=====

[7]
The following is a quantum chemistry calculation of a molecular structure, C40H32F4N7S3SiTi, from the Open Molecules 2025 dataset.

Charge = +1
Total energy = -126790.363 eV
Kohn-Sham gap (spin up / spin down) = 3.8854 / 3.8862 eV
HOMO level (spin up / spin down) = -10.1 / -10.1 eV

Cartesian coordinates (Å):
Ti  -0.333  -0.174  0.077
C  0.700  2.539  0.569
N  -0.642  1.953  0.324
C  -1.178  2.475  -0.961
C  -2.164  1.478  -1.545
N  -1.526  0.145  -1.639
C  -0.635  0.083  -2.825
C  -2.508  -0.935  -1.789
C  -3.683  -0.760  -2.503
C  -4.546  -1.826  -2.701
C  -4.232  -3.079  -2.198
C  -3.049  -3.267  -1.507
C  -2.176  -2.202  -1.299
S  -0.665  -2.465  -0.440
C  -1.580  2.250  1.421
C  -1.590  3.512  2.007
C  -2.486  3.826  3.014
C  -3.411  2.880  3.435
C  -3.405  1.620  2.869
C  -2.488  1.281  1.869
S  -2.546  -0.345  1.216
H  0.679  3.628  0.500
H  1.403  2.150  -0.171
H  1.051  2.263  1.561
H  -0.342  2.640  -1.646
H  -1.680  3.434  -0.809
H  -2.491  1.831  -2.526
H  -3.036  1.401  -0.896
H  -1.168  0.445  -3.708
H  -0.349  -0.949  -3.000
H  0.263  0.676  -2.663
H  -3.941  0.210  -2.907
H  -5.453  -1.678  -3.270
H  -4.913  -3.908  -2.339
H  -2.777  -4.243  -1.126
H  -0.900  4.278  1.678
H  -2.458  4.809  3.464
H  -4.134  3.128  4.200
H  -4.107  0.864  3.194
F  0.673  -0.582  7.329
C  1.774  -0.596  6.603
C  2.965  -0.846  7.209
F  2.979  -1.067  8.506
C  4.199  -0.886  6.485
C  4.102  -0.586  5.088
C  2.909  -0.358  4.486
F  2.888  -0.078  3.192
C  1.674  -0.379  5.201
C  0.445  -0.208  4.546
C  0.323  -0.196  3.151
N  0.141  -0.181  2.016
C  -0.798  -0.048  5.219
N  -1.832  0.113  5.697
F  5.196  -0.528  4.355
C  5.411  -1.204  7.095
C  6.647  -1.248  6.394
N  7.675  -1.302  5.880
C  5.534  -1.544  8.469
N  5.707  -1.841  9.567
C  3.406  -3.755  -1.575
Si  4.099  -2.333  -0.541
C  5.423  -1.349  -1.447
C  4.726  -2.980  1.112
C  2.637  -1.208  -0.270
C  1.607  -0.551  -0.191
H  4.132  -4.566  -1.653
H  3.159  -3.434  -2.587
H  2.500  -4.157  -1.119
H  6.281  -1.981  -1.684
H  5.779  -0.523  -0.830
H  5.044  -0.935  -2.383
H  5.599  -3.618  0.972
H  3.963  -3.572  1.621
H  5.018  -2.164  1.776
S  3.893  2.815  -4.137
C  2.944  2.546  -2.716
N  2.402  1.387  -2.575
C  2.755  0.562  -3.635
C  2.390  -0.777  -3.804
C  2.760  -1.427  -4.963
C  3.515  -0.783  -5.948
C  3.939  0.518  -5.776
C  3.545  1.184  -4.620
H  2.831  3.350  -2.001
H  1.876  -1.296  -3.008
H  2.464  -2.457  -5.114
H  3.793  -1.320  -6.844
H  4.555  1.011  -6.515

Atom charges from the Löwdin analysis, given in e for atoms 1 to 4: 0.631 -0.058 -0.241 -0.123

=====

[8]
The following is a quantum chemistry calculation of 2 unconnected molecules or ions with the total composition C3H10N2S, from the Open Molecules 2025 dataset.

2S+1 = 2
Expectation value of S² = 0.753
Charge = +1
Total energy = -17079.182 eV
Kohn-Sham gap (spin up / spin down) = 7.7728 / 2.7352 eV
Relative energy (zero: lowest compared OMol25 entry of this formula, charge and spin) = 45.6 kcal/mol
HOMO level (spin up / spin down) = -11.9 / -11.9 eV

Cartesian coordinates (Å):
C  1.634  0.279  3.826
C  1.420  0.932  2.470
S  2.478  0.232  1.172
H  2.677  0.130  4.099
H  1.204  -0.714  3.863
H  1.109  0.918  4.524
H  1.675  1.988  2.458
H  0.433  0.772  2.020
N  -2.077  0.499  -4.167
C  -2.380  -0.732  -3.632
N  -1.757  -1.202  -2.630
H  -1.966  0.468  -5.174
H  -1.196  0.807  -3.765
H  -3.236  -1.225  -4.084
H  -2.159  -2.095  -2.365
H  2.140  -1.057  1.385

Atom charges from the Löwdin analysis, given in e for atoms 1 to 4: -0.114 -0.489 1.156 0.089